{
  "formula": "C5H12N3",
  "method": "ωB97M-V/def2-TZVPD",
  "elements": ["H", "H", "H", "H", "H", "H", "H", "H", "C", "H", "C", "C", "H", "H", "N", "N", "C", "H", "N", "C"],
  "xyz": [[-2.1185, -0.7304, -1.5695], [1.1362, -1.4640, 0.9033], [-1.2903, 0.6685, -2.0006], [-1.3188, 2.1451, 0.7810], [2.3471, 0.6981, 0.4538], [2.4533, -1.6652, -0.2662], [-0.8516, -1.5292, 0.9254], [2.1959, 1.2185, -1.1771], [1.3320, -1.4722, -0.1602], [1.2656, 2.6099, 0.6751], [-0.5395, 1.4434, 0.4570], [0.6997, 1.7767, 0.3738], [-2.5348, -1.2194, 0.6960], [0.7752, -2.2915, -0.6215], [-1.6801, 0.1575, -1.2585], [1.6435, 0.8583, -0.3382], [-1.0753, 0.2037, -0.0569], [-1.7578, -0.3800, 2.0157], [0.9035, -0.2962, -0.7880], [-1.5850, -0.7317, 0.9557]],
  "lowdin_charge": [0.15, 0.07, 0.10, 0.16, 0.20, 0.11, 0.07, 0.21, -0.18, 0.12, -0.02, -0.01, 0.11, 0.10, 0.17, 0.00, -0.36, 0.13, -0.12, 0.00],
  "charge": 1,
  "gap_ev": 9.331,
  "largest_force_ha_per_bohr": 0.055,
  "de_lowest_kcal_mol": 101.6,
  "e_lumo_ev": -3.1
}